Entry from OMol25: C14H32BrNbO9P as an isolated structure in a non-equilibrium geometry (ωB97M-V/def2-TZVPD).

Properties
* spin multiplicity: 1
* electronic energy: -4202.029599 Ha
* HOMO energy: -4.02 eV
* molar mass: 548.19 g/mol
* LUMO energy: 2.3 eV
* HOMO-LUMO gap: 6.33 eV
* total charge: -1
* F_max: 0.0348 Eh/bohr

Geometry (Å):
O1 2.413 -1.823 -0.282
C1 2.199 -0.967 0.569
O2 1.036 -1.013 1.308
C2 3.047 0.161 0.923
Nb1 2.620 2.241 0.014
P1 1.656 1.178 -2.165
O3 2.887 0.800 -3.209
Br1 0.350 2.565 -3.358
H1 0.799 -1.954 1.346
H2 4.049 -0.069 0.538
H3 3.055 0.338 2.004
H4 4.292 2.485 -0.746
H5 2.248 3.746 -0.924
H6 0.905 2.509 0.640
H7 3.223 3.395 1.283
H8 2.933 -0.169 -3.207
O4 0.713 1.756 4.444
C3 0.386 0.617 4.599
O5 1.223 -0.202 5.294
C4 0.865 -1.545 5.614
C5 1.153 -2.504 4.478
C6 -0.863 0.053 3.968
H9 -0.175 -1.602 5.936
H10 1.482 -1.788 6.479
H11 0.560 -2.263 3.597
H12 0.925 -3.528 4.778
H13 2.205 -2.445 4.199
H14 -0.620 -0.189 2.932
H15 -1.622 0.829 3.972
H16 -1.279 -0.823 4.454
O6 -3.917 -0.782 4.058
C7 -4.586 0.030 3.481
O7 -5.158 -0.336 2.316
C8 -6.056 0.515 1.596
C9 -5.327 1.500 0.707
C10 -4.725 1.451 3.978
H17 -6.745 1.010 2.281
H18 -6.646 -0.174 0.994
H19 -4.710 2.188 1.286
H20 -6.042 2.086 0.130
H21 -4.672 0.969 0.018
H22 -3.844 2.007 3.657
H23 -4.735 1.423 5.064
H24 -5.612 1.972 3.630
O8 -0.059 -0.674 -4.983
C11 0.818 -0.665 -5.795
O9 1.200 -1.867 -6.324
C12 2.145 -1.962 -7.385
C13 3.577 -1.930 -6.889
C14 1.554 0.591 -6.199
H25 1.962 -1.193 -8.137
H26 1.930 -2.923 -7.852
H27 3.809 -0.985 -6.399
H28 4.270 -2.067 -7.720
H29 3.736 -2.730 -6.166
H30 2.320 0.799 -5.453
H31 0.844 1.413 -6.182
H32 2.004 0.543 -7.188

Entry from OMol25: a 6-piece molecular cluster, C14H32Cl2FN4O4 overall in a non-equilibrium geometry (ωB97M-V/def2-TZVPD).

Properties
* spin multiplicity: 1
* electronic energy: -2092.974114 Ha
* HOMO energy: -5.62 eV
* molar mass: 410.34 g/mol
* LUMO energy: 2.4 eV
* HOMO-LUMO gap: 8.03 eV
* total charge: -1
* F_max: 0.0613 Eh/bohr

Geometry (Å):
F1 11.860 -33.006 13.440
C1 9.298 -29.140 13.891
C2 9.098 -29.048 12.348
O1 8.630 -28.049 11.830
N1 9.441 -30.118 11.640
C3 9.355 -30.197 10.237
H1 8.312 -29.134 14.355
H2 9.875 -28.305 14.288
H3 9.790 -30.079 14.148
H4 9.978 -30.822 12.124
H5 8.635 -30.971 9.973
H6 10.329 -30.568 9.916
H7 9.209 -29.283 9.662
C4 16.482 -33.939 11.954
C5 16.621 -35.003 13.053
O2 17.710 -35.600 13.196
N2 15.565 -35.221 13.818
C6 15.564 -36.139 14.953
H8 15.481 -33.528 11.826
H9 16.835 -34.226 10.963
H10 17.177 -33.149 12.239
H11 14.770 -34.653 13.562
H12 16.558 -36.131 15.400
H13 15.118 -37.127 14.836
H14 14.863 -35.636 15.618
C7 10.056 -33.473 18.337
C8 9.541 -34.785 17.923
O3 9.031 -35.547 18.753
N3 9.768 -35.126 16.648
C9 9.501 -36.474 16.152
H15 9.881 -32.638 17.659
H16 11.117 -33.521 18.585
H17 9.522 -33.173 19.238
H18 10.333 -34.508 16.084
H19 8.673 -36.662 15.468
H20 9.208 -37.200 16.909
H21 10.408 -36.923 15.746
C10 14.542 -29.524 15.855
C11 14.733 -28.753 14.613
O4 15.417 -27.726 14.569
N4 14.211 -29.291 13.465
C12 14.472 -28.675 12.183
H22 15.215 -29.108 16.605
H23 14.648 -30.600 15.716
H24 13.525 -29.314 16.187
H25 13.715 -30.166 13.564
H26 14.268 -27.611 12.303
H27 13.781 -29.090 11.450
H28 15.460 -28.677 11.721
Cl1 11.056 -37.752 9.426
C13 11.647 -36.193 10.079
C14 11.515 -35.037 9.132
Cl2 12.428 -35.271 7.675
H29 12.713 -36.342 10.253
H30 11.213 -35.937 11.046
H31 11.924 -34.168 9.646
H32 10.494 -34.818 8.821

Entry from OMol25: a 4-piece molecular cluster, C14H32Cl6N2O4 overall in a non-equilibrium geometry (ωB97M-V/def2-TZVPD).

Properties
* spin multiplicity: 2
* electronic energy: -3724.056272 Ha
* HOMO energy (spin up / spin down): 0.20 / -6.78 eV
* molar mass: 505.14 g/mol
* LUMO energy (spin up / spin down): 2.4 / 2.4 eV
* HOMO-LUMO gap (spin up / spin down): 2.22 / 9.20 eV
* total charge: -1
* F_max: 0.0704 Eh/bohr

Geometry (Å):
C1 -9.640 -13.428 -14.870
Cl1 -8.721 -13.057 -16.343
Cl2 -11.167 -14.139 -15.404
Cl3 -9.905 -11.977 -13.838
H1 -9.117 -14.158 -14.252
C2 -7.231 -14.081 -10.061
Cl4 -6.001 -12.857 -9.563
Cl5 -7.585 -13.863 -11.780
Cl6 -8.676 -13.823 -9.095
H2 -6.751 -15.014 -9.764
C3 -9.494 -17.752 -16.029
O1 -10.047 -18.699 -15.100
C4 -11.471 -18.587 -15.205
C5 -11.971 -20.076 -15.031
N1 -11.709 -20.830 -16.274
C6 -12.206 -22.216 -16.061
C7 -11.213 -23.057 -15.212
O2 -9.858 -23.135 -15.652
C8 -8.972 -23.965 -14.919
H3 -8.437 -17.616 -15.797
H4 -9.861 -16.753 -15.796
H5 -9.609 -18.056 -17.070
H6 -11.800 -18.164 -16.154
H7 -11.852 -17.893 -14.455
H8 -13.044 -20.100 -14.839
H9 -11.452 -20.610 -14.236
H10 -10.752 -20.834 -16.597
H11 -12.279 -22.822 -16.964
H12 -13.213 -22.274 -15.648
H13 -11.664 -24.049 -15.203
H14 -11.292 -22.823 -14.150
H15 -8.836 -23.639 -13.888
H16 -7.971 -23.723 -15.276
H17 -9.018 -25.053 -14.959
C9 -10.061 -9.526 -16.734
O3 -9.828 -8.224 -17.099
C10 -8.512 -7.738 -16.979
C11 -8.324 -6.426 -17.750
N2 -9.282 -5.429 -17.271
C12 -9.333 -4.207 -18.127
C13 -10.605 -3.350 -17.646
O4 -11.762 -4.072 -17.969
C14 -12.871 -3.467 -17.356
H18 -10.029 -9.774 -15.673
H19 -9.369 -10.179 -17.265
H20 -10.997 -9.835 -17.200
H21 -7.751 -8.464 -17.267
H22 -8.295 -7.598 -15.920
H23 -8.513 -6.712 -18.784
H24 -7.321 -6.004 -17.677
H25 -10.215 -5.813 -17.227
H26 -9.761 -4.516 -19.081
H27 -8.433 -3.596 -18.190
H28 -10.636 -2.391 -18.163
H29 -10.443 -3.080 -16.603
H30 -12.881 -3.549 -16.269
H31 -13.757 -3.931 -17.791
H32 -12.952 -2.400 -17.563

Entry from OMol25: a 2-piece molecular cluster, C14H32ClNO3PSi overall in a non-equilibrium geometry (ωB97M-V/def2-TZVPD).

Properties
* spin multiplicity: 1
* electronic energy: -1923.908128 Ha
* HOMO energy: -10.17 eV
* molar mass: 356.93 g/mol
* LUMO energy: -7.0 eV
* HOMO-LUMO gap: 3.20 eV
* total charge: +1
* F_max: 0.1113 Eh/bohr

Geometry (Å):
C1 -0.220 -2.889 0.611
C2 -0.273 -4.204 -0.155
C3 1.060 -4.397 -0.873
C4 -1.488 -4.395 -1.093
Si1 -2.343 -2.839 -1.700
C5 -3.516 -2.220 -0.345
O1 -1.232 -1.661 -2.158
P1 -3.693 -3.336 -3.450
O2 -2.779 -3.129 -4.795
Cl1 -4.970 -1.686 -3.460
H1 -1.136 -2.630 1.126
H2 0.534 -3.006 1.385
H3 0.145 -2.092 -0.023
H4 -0.331 -4.993 0.586
H5 1.285 -3.489 -1.423
H6 1.040 -5.254 -1.525
H7 1.831 -4.518 -0.125
H8 -2.249 -4.969 -0.577
H9 -1.185 -4.969 -1.961
H10 -3.331 -1.164 -0.173
H11 -3.349 -2.790 0.555
H12 -4.552 -2.346 -0.625
H13 -1.548 -0.791 -1.914
H14 -2.523 -2.204 -4.883
C6 -0.618 3.642 1.516
C7 0.034 2.246 1.496
C8 1.030 2.101 2.657
C9 2.315 2.905 2.462
C10 2.997 2.544 1.142
C11 2.088 2.688 -0.088
N1 0.762 1.985 0.182
O3 0.843 0.797 -0.036
C12 1.875 4.182 -0.424
C13 2.778 2.100 -1.317
C14 -1.131 1.276 1.686
H15 -1.150 3.777 2.454
H16 0.085 4.467 1.448
H17 -1.342 3.748 0.709
H18 1.290 1.045 2.782
H19 0.533 2.409 3.574
H20 2.104 3.975 2.507
H21 2.997 2.694 3.286
H22 3.872 3.174 0.991
H23 3.359 1.513 1.204
H24 1.026 4.323 -1.094
H25 2.753 4.574 -0.929
H26 1.736 4.809 0.452
H27 3.086 1.065 -1.172
H28 3.676 2.671 -1.528
H29 2.132 2.148 -2.195
H30 -1.821 1.318 0.842
H31 -1.681 1.550 2.581
H32 -0.806 0.242 1.808